[1]
# C42H37BrF4N4O4PbS2

C42H37BrF4N4O4PbS2 as an isolated structure (ωB97M-V/def2-TZVPD, OMol25).

Structure (XYZ):
```
95
Properties=species:S:1:pos:R:3:forces:R:3
H 0.45261 5.68759 2.33635 0.0 0.0 0.0
C -0.62588 -3.02168 0.68142 0.0 0.0 0.0
O 0.38490 -1.28103 -1.59764 0.0 0.0 0.0
C 3.22858 1.52287 -7.53362 0.0 0.0 0.0
H 5.04470 2.47282 -6.90178 0.0 0.0 0.0
H -0.16604 3.49338 5.93522 0.0 0.0 0.0
H 3.13238 -1.02441 -8.27640 0.0 0.0 0.0
C 0.18029 0.59293 5.76138 0.0 0.0 0.0
F 3.36665 5.61538 -3.09640 0.0 0.0 0.0
H 2.15912 6.36027 6.62669 0.0 0.0 0.0
H -1.00052 -0.43563 3.54410 0.0 0.0 0.0
C 3.64120 4.17269 -4.92307 0.0 0.0 0.0
C -1.69160 0.07516 4.20940 0.0 0.0 0.0
O 0.94678 -2.41534 -3.42721 0.0 0.0 0.0
C -1.09371 -2.83996 1.98001 0.0 0.0 0.0
C 3.18497 4.39440 -3.62771 0.0 0.0 0.0
H 2.69783 5.24447 5.36142 0.0 0.0 0.0
C 1.91335 -3.60655 3.94319 0.0 0.0 0.0
C 5.37996 -1.26954 2.90586 0.0 0.0 0.0
N 1.71095 -0.22264 0.98990 0.0 0.0 0.0
C 2.08595 -0.30189 -4.59644 0.0 0.0 0.0
H -0.15349 -0.22270 6.40864 0.0 0.0 0.0
C 0.20279 4.78739 2.87794 0.0 -0.1 0.0
H 0.67911 1.33640 6.38439 0.0 0.0 0.0
H 1.32212 7.95822 4.95697 0.0 0.0 0.0
C 3.95089 -1.02429 0.83812 0.0 0.0 0.0
H 2.57772 -0.75097 -0.79438 0.0 0.0 0.0
S -2.76227 -2.38104 1.71151 0.0 0.0 0.0
C 2.70293 -0.91971 -7.28074 0.0 0.0 0.0
H 0.99128 0.28214 2.83845 0.0 0.0 0.0
H -0.81363 5.49695 6.70773 0.0 0.0 0.0
H -2.51272 0.45063 3.60000 0.0 0.0 0.0
C -0.15901 3.53806 4.85319 0.0 0.0 0.0
H 4.38295 0.10478 -6.43170 0.0 0.0 0.0
C 0.66754 -3.42486 0.40748 -0.1 0.0 0.0
H 2.90720 -1.84235 -6.74156 0.0 0.0 0.0
C -0.46664 2.40847 2.73994 0.0 0.0 0.0
C 1.02907 -3.42861 2.82643 0.0 0.0 -0.1
H -0.62044 -2.88440 4.09502 0.0 0.0 0.0
H -2.42786 0.83153 6.60563 0.0 0.0 0.0
C 0.64299 5.92134 5.13489 0.0 0.0 0.0
C 0.91269 -1.38934 -2.75180 -0.1 0.0 0.0
C 1.56584 -0.14217 -3.33508 0.0 0.0 -0.1
C -0.54111 2.39563 4.16133 0.0 0.0 0.0
C 3.97238 2.69152 -6.91425 0.0 0.0 0.0
C 4.08829 -0.91089 2.20942 0.0 0.0 0.0
C 0.23015 4.73822 4.26312 0.0 0.0 0.0
H 1.87258 6.92385 3.63882 0.0 0.0 0.0
H 3.09654 -0.35955 4.04016 0.0 0.0 0.0
C -2.05248 1.68078 6.03124 0.0 0.0 0.0
C 2.85355 -4.03644 1.28086 0.0 -0.1 0.0
H 2.20098 3.60347 -1.89889 0.0 0.0 0.0
H -1.63814 2.39763 6.73890 0.0 0.0 0.0
Pb -0.38650 0.52240 -0.15022 0.0 0.1 0.0
N 2.70452 0.63395 -5.31831 0.0 0.0 0.0
C 2.73949 -0.67116 0.26950 0.1 0.0 0.0
F 6.37097 -1.50084 2.03667 0.0 0.0 0.0
H -1.39323 6.60953 5.46767 0.0 0.0 0.0
Br -0.17893 3.78241 0.26195 0.0 -0.1 0.0
H 3.65268 1.27041 -8.50546 0.0 0.0 0.0
C -0.27867 -3.03299 3.08045 -0.1 0.0 0.0
F 5.77403 -0.26328 3.70953 0.0 0.0 0.0
C 2.56118 3.42287 -2.90192 0.0 0.0 0.0
N 3.93608 -4.35973 1.07296 0.1 0.0 0.0
C 1.85281 5.52513 5.99253 0.0 0.0 0.0
H -0.23297 7.16283 6.68575 0.0 0.0 0.0
H 1.02519 -3.54833 -0.60504 0.0 0.0 0.0
S -2.04560 -2.63671 -0.27100 0.0 0.0 0.0
N 2.60014 -3.71638 4.85711 0.0 0.0 0.1
C 3.49290 2.93722 -5.51045 0.0 0.0 0.1
C 3.32351 0.30390 -6.62932 0.0 0.0 0.0
C 3.02062 -0.45681 2.96575 0.0 0.0 0.0
C 1.70202 1.12240 -2.70008 0.1 0.0 0.0
C -1.01231 1.19550 5.00508 0.0 0.0 0.0
H 1.62319 4.67850 6.64078 0.0 0.0 0.0
C 2.39152 2.15789 -3.48133 0.0 0.0 0.0
C 1.84978 -0.11423 2.31382 0.0 0.0 0.0
H 1.97839 -1.28520 -5.02814 0.0 0.0 0.0
F 5.23691 -2.35632 3.66802 0.0 0.0 0.0
C 2.86840 1.90963 -4.77400 0.0 0.0 0.0
C -0.14549 3.65398 2.16919 0.0 0.0 0.0
O -0.66308 1.34638 1.99842 -0.1 0.0 0.0
C -0.51991 6.31906 6.05405 0.0 0.0 0.0
H 4.11078 4.98443 -5.46384 0.0 0.0 0.0
C 1.02901 7.13988 4.29698 0.0 0.0 0.0
H 2.17490 1.77325 -7.68758 0.0 0.0 0.0
H 0.92085 0.18738 5.06936 0.0 0.0 0.0
H 4.75731 -1.39334 0.22250 0.0 0.0 0.0
H -2.09059 -0.65468 4.92128 0.0 0.0 0.0
O 1.31575 1.43504 -1.54393 -0.1 0.0 0.0
C 1.49411 -3.63219 1.50811 0.0 0.0 0.0
H 3.84294 3.59750 -7.50694 0.0 0.0 0.0
H 1.62295 -0.80609 -7.38559 0.0 0.0 0.0
H -2.89627 2.15421 5.52702 0.0 0.0 0.0
H 0.19472 7.48872 3.68573 0.0 0.0 0.0
```
Forces are in eV/Å.

Calculated values
- orbital gap (eV) = 7.013
- ΔE to the lowest compared entry with this formula, charge and spin (eV) = 0.000
- LUMO (eV) = -0.46

[2]
# C42H37Cl2MnN2O4P2

C42H37Cl2MnN2O4P2 as an isolated structure (ωB97M-V/def2-TZVPD, OMol25).

Structure (XYZ):
```
90
Properties=species:S:1:pos:R:3:forces:R:3
C -3.83967 0.09524 -1.19068 0.0 -0.1 0.0
C 1.13008 -5.91641 2.39791 -0.1 0.1 0.0
H 4.31123 -5.95582 -2.83897 0.0 0.0 0.0
C 2.98669 -4.81312 -4.08952 0.0 0.0 0.0
H -4.53388 -0.70873 -1.38904 0.0 0.0 0.0
C -1.97982 -2.56020 4.81304 0.1 0.0 0.2
O 0.51141 -1.76393 -0.58752 0.1 -0.5 -0.3
H 5.08998 -1.89186 -1.66957 0.0 0.0 0.0
H 5.75982 0.60175 3.96150 0.0 0.0 0.0
H 3.78328 -0.22747 2.75681 0.0 0.0 0.0
C 0.84220 -4.11086 0.82935 -0.1 -0.2 0.2
C 1.99406 -3.84600 -4.13489 0.0 0.0 0.1
H 1.72576 0.73799 -2.15403 0.0 0.0 0.0
C 4.41296 -1.33550 -2.30995 0.0 0.0 -0.1
C -0.54235 -4.24702 0.91168 0.1 -0.1 0.0
C -1.97817 2.05316 -0.74313 0.2 -0.1 -0.1
C 1.03873 -0.35910 4.81157 0.1 0.1 -0.1
P 1.48871 -2.86279 -0.25655 -0.5 0.3 -0.2
Mn -0.10742 -0.10662 0.49130 0.6 0.1 0.7
H 0.77512 -2.48835 -2.98499 0.0 0.0 0.0
C 4.54740 -1.42285 -3.68540 0.0 0.0 0.0
C 0.07735 -1.19683 5.30188 -0.1 -0.1 0.1
H 7.71176 1.44921 2.70276 0.0 0.0 0.0
C 3.09806 -4.60838 -1.69836 0.0 0.0 -0.1
C 2.10005 -3.63165 -1.74314 0.0 -0.2 -0.3
C -0.91423 -1.70605 4.43500 0.1 0.0 0.2
H -2.10084 -1.11849 -1.49695 0.0 -0.1 0.1
O 0.27633 1.87869 1.40919 -0.6 0.3 0.3
C 2.52296 0.14970 -2.58970 0.1 0.0 0.0
Cl -3.96487 -3.12347 1.38589 0.1 0.1 0.1
C -1.78180 -1.72426 2.09686 0.1 0.2 -0.4
C 4.62413 0.12537 0.79587 0.2 0.2 0.2
C 1.67933 -4.94557 1.57693 -0.1 0.0 0.0
C 1.03198 -0.02728 3.44420 0.1 -0.1 0.2
C 5.74743 0.60391 2.87890 0.0 0.0 0.0
H -5.32189 1.57272 -0.72181 0.1 0.0 0.0
Cl -2.13392 -3.07432 6.47126 0.0 0.0 -0.2
O -1.61130 -1.32320 0.87499 -0.7 0.2 0.5
C 6.83518 1.08455 0.78302 0.0 0.0 0.0
C 2.89880 -2.13306 0.58082 0.3 -0.2 0.4
H -3.62799 3.36886 -0.39854 0.0 0.0 0.0
C -2.88370 -2.97092 3.88230 -0.2 0.0 -0.3
C 1.54557 -3.24996 -2.96226 0.1 -0.1 0.0
H 2.63894 -2.04591 1.64088 0.1 -0.1 0.0
C -4.26501 1.35572 -0.82421 -0.1 0.2 0.1
H 0.02895 2.68315 -0.92888 0.0 0.0 -0.1
H 3.33036 -5.27609 -5.00581 0.0 0.0 0.0
H 3.78538 -0.78633 -5.58635 0.0 0.0 0.0
C 2.66671 0.06369 -3.96842 0.0 0.0 0.0
H 1.98549 0.60024 -4.61668 0.0 0.0 0.0
P 3.14060 -0.45446 -0.00742 -0.4 0.4 0.0
H -1.14692 3.83792 -1.51172 0.0 0.0 0.1
C -3.32284 2.35219 -0.61620 -0.1 0.1 -0.1
C -1.08444 -5.22152 1.73974 0.0 -0.1 0.0
N 0.13622 -0.50120 2.61116 0.3 -0.4 -0.4
H 1.56530 -3.55304 -5.08469 0.0 0.0 0.0
C 4.63949 0.13185 2.19710 0.1 0.0 -0.1
H -0.00759 4.58463 0.57667 0.0 0.0 0.0
C -2.78684 -2.55561 2.53588 -0.4 -0.2 0.2
H 3.52887 -4.92299 -0.75318 0.0 0.0 0.0
C -0.25371 -6.05142 2.47686 0.0 0.0 0.0
H -2.16103 -5.32188 1.80932 0.1 0.0 0.0
H 2.75820 -4.83932 1.53462 0.0 0.0 0.0
H -3.69550 -3.62398 4.17494 0.0 0.0 0.0
H 0.05770 -1.46674 6.34978 0.0 0.0 0.0
C -0.84551 3.88384 0.62946 0.0 0.1 0.0
H 1.77468 -6.56229 2.98028 0.0 0.0 0.0
C 3.67605 -0.71907 -4.51128 0.0 0.0 0.0
C 6.84587 1.07838 2.16895 0.0 0.0 0.0
H 3.80902 -2.72702 0.47995 0.0 0.0 0.0
O 1.92738 0.37221 0.35280 0.6 0.2 -0.1
H -1.55225 2.41270 2.07290 0.0 0.0 -0.1
H -1.18698 -3.57637 0.35518 0.1 0.0 0.0
H 5.72060 0.63052 -0.98909 0.0 0.0 0.0
H -0.25488 3.44701 2.66712 0.0 0.0 0.1
H 1.80359 0.05151 5.45758 0.0 0.0 0.0
C -0.83541 -1.32362 3.08605 0.1 0.2 0.0
C 3.54127 -5.19606 -2.87132 0.0 0.1 0.0
N -1.55403 0.79713 -0.98894 0.0 -0.2 0.0
C -0.63522 2.92602 1.78841 0.2 -0.1 -0.2
C 3.40253 -0.54272 -1.75984 0.0 0.0 -0.4
H 1.12412 2.22939 1.11097 0.0 -0.1 -0.1
H -1.73937 4.48408 0.81815 0.0 0.0 0.0
C -0.93397 3.13711 -0.70027 -0.1 0.0 0.0
H 7.68946 1.46195 0.23491 0.0 0.0 0.0
H 5.32531 -2.04087 -4.11469 0.0 0.0 0.0
C -2.48059 -0.13906 -1.24992 0.1 0.1 -0.1
C 5.72580 0.61007 0.09262 0.0 0.0 0.1
H 1.77339 0.64199 3.02640 0.0 0.0 0.0
H -0.68308 -6.80464 3.12521 0.0 0.0 0.0
```
Forces are in eV/Å.

Calculated values
- orbital gap (spin up / spin down) (eV) = 7.375 / 7.295
- 2S+1 = 2
- charge = +1
- LUMO (spin up / spin down) (eV) = -2.04 / -2.03

Number 1: energy -166138.7306 eV. Number 2: energy -130266.7903 eV.